Here is the molecule C4H9NO2 from the OMol25 dataset. Energies are from ωB97M-V/def2-TZVPD.

```
16
Properties=species:S:1:pos:R:3:forces:R:3:mulliken_charge:R:1
C 1.60323 0.77534 1.08053 1.317 -0.414 -2.434 -0.576
O 0.25388 0.53720 1.17646 -2.549 -0.215 -1.643 -0.397
C -0.33421 0.61259 -0.24063 2.923 0.254 2.265 1.153
O -0.52526 1.91792 -0.62467 -0.221 -0.166 0.213 -0.499
C 0.52390 -0.18711 -1.13800 -3.355 -0.624 -0.744 -1.115
N -1.23361 -0.31536 -0.68833 1.076 0.085 -1.018 -0.510
C -1.49823 -1.49747 0.09555 0.152 -0.346 0.155 -0.735
H 1.84207 1.83759 0.95643 0.042 0.009 0.399 0.252
H 2.14056 0.30084 1.90105 -0.033 0.098 -0.052 0.259
H 1.88794 0.30071 0.02085 0.664 0.938 2.512 0.289
H -1.43946 2.14371 -0.40731 0.036 0.042 -0.076 0.362
H 0.63771 0.14100 -2.16335 -0.104 -0.074 0.055 0.271
H 0.92766 -1.15269 -0.86374 0.060 0.300 0.269 0.393
H -0.62990 -1.85793 0.65932 -0.118 0.030 0.011 0.282
H -1.85839 -2.28455 -0.56933 0.062 0.059 0.064 0.283
H -2.29787 -1.27179 0.80518 0.048 0.024 0.024 0.288
```
Forces are in eV/Å.

Values from the calculation:
- LUMO level (eV) = 0.954
- 2S+1 = 1
- relative energy (zero: lowest compared OMol25 entry of this formula, charge and spin) (kcal/mol) = 102.8
- HOMO energy (eV) = -9.305
- structure (SMILES) = CO[C@@]1(O)CN1C

***

Here is the molecule C4H9NO2 from the OMol25 dataset. Energies are from ωB97M-V/def2-TZVPD.

```
16
Properties=species:S:1:pos:R:3:forces:R:3:mulliken_charge:R:1
C 1.86101 -0.75042 1.27900 -0.361 0.336 -0.118 -1.357
C 0.75659 -0.41425 0.21769 -0.316 0.268 -0.174 0.429
O -0.30134 -1.30008 0.41606 0.141 -0.952 -0.072 -0.609
C 0.00826 0.97003 0.25038 -0.681 0.265 -0.560 -0.474
N -1.41018 1.06646 -0.59048 0.792 -0.369 0.148 -0.224
C -1.92944 0.22197 -1.52958 0.398 -0.159 0.075 0.081
O -1.60201 -0.94354 -1.72586 -0.029 0.319 -0.164 -0.616
H 2.82967 -0.24714 1.13841 -0.468 0.129 -0.160 0.364
H 2.07132 -1.83274 1.20561 -0.314 0.470 -0.166 0.324
H 1.53032 -0.57298 2.30788 -0.116 0.088 -0.177 0.327
H 1.26216 -0.55684 -0.75581 -0.416 0.057 0.030 0.202
H -0.83087 -1.23983 -0.42770 0.194 -0.656 0.570 0.412
H -0.15696 1.17712 1.32611 -0.516 0.144 -0.803 0.274
H 0.53671 1.77648 -0.24233 0.418 0.181 0.277 0.289
H -1.89014 1.97515 -0.65895 0.959 -0.512 0.539 0.246
H -2.72577 0.61838 -2.20453 0.315 0.393 0.755 0.333
```
Forces are in eV/Å.

Values from the calculation:
- LUMO level (eV) = 0.736
- 2S+1 = 1
- relative energy (zero: lowest compared OMol25 entry of this formula, charge and spin) (kcal/mol) = 44.8
- HOMO energy (eV) = -9.655
- structure (SMILES) = C[C@@H](O)CNC=O

***

Here is the molecule C4H9NO2 from the OMol25 dataset. Energies are from ωB97M-V/def2-TZVPD.

```
16
Properties=species:S:1:pos:R:3:forces:R:3:mulliken_charge:R:1
C 0.47485 2.18746 -0.12993 0.578 0.297 0.201 -1.317
C 0.44421 0.73135 -0.55731 -0.743 0.555 -1.265 0.394
O 1.73489 0.31005 -0.95140 -0.214 -0.414 1.207 -0.576
C -0.41125 -0.08729 0.44397 0.292 0.313 0.597 -0.743
C -0.14159 -1.56710 0.39629 0.391 -0.333 -0.977 0.563
N -1.18497 -2.43168 0.48573 -1.262 0.156 0.138 -0.425
O 0.98657 -1.97511 0.16078 -0.011 -0.190 0.257 -0.670
H 1.32778 2.32725 0.54035 -0.118 -0.080 0.151 0.339
H 0.65747 2.87186 -0.96182 -0.148 -0.205 -0.068 0.328
H -0.42794 2.49917 0.39725 -0.075 -0.042 -0.117 0.352
H -0.14937 0.65667 -1.47746 -0.141 0.191 -0.081 0.166
H 1.79064 -0.58893 -0.56774 0.407 0.037 -0.288 0.415
H -0.35172 0.30000 1.46889 0.447 -0.222 -0.026 0.357
H -1.42250 0.15475 0.14026 -0.378 -0.246 0.031 0.355
H -2.11974 -2.07352 0.61072 0.204 0.279 0.024 0.221
H -1.20734 -3.31491 0.00143 0.772 -0.095 0.214 0.242
```
Forces are in eV/Å.

Values from the calculation:
- LUMO level (eV) = 0.672
- 2S+1 = 1
- relative energy (zero: lowest compared OMol25 entry of this formula, charge and spin) (kcal/mol) = 19.3
- HOMO energy (eV) = -9.685
- structure (SMILES) = C[C@@H](O)CC(N)=O

***

Here is a cluster of 3 separate species, C4H9NO2 in total from the OMol25 dataset. Energies are from ωB97M-V/def2-TZVPD.

```
16
Properties=species:S:1:pos:R:3:forces:R:3:mulliken_charge:R:1
C -0.02137 1.27417 -1.63531 0.249 -0.558 0.630 -0.664
C 0.35648 0.65578 0.38240 0.061 0.489 -0.009 -0.137
C 0.00040 -0.48984 -0.20739 -0.183 -0.106 -0.599 0.458
N -0.62414 -0.47341 2.74445 0.092 0.036 -0.161 -0.461
C -0.34821 -1.60113 -0.77319 -0.008 -0.003 -0.008 -0.849
O 0.56501 -0.68036 1.99255 -0.138 0.195 -0.074 -0.597
O 1.17016 1.23220 -2.32672 -0.211 -0.056 0.147 -0.458
H 1.30809 0.35000 -2.68999 -0.022 0.053 0.011 0.362
H -0.95702 -1.39363 3.03229 0.070 0.101 -0.002 0.204
H -0.34665 -0.00282 3.60662 -0.009 -0.113 -0.074 0.196
H -0.87803 0.80628 -2.12154 0.062 -0.009 0.042 0.386
H -0.22723 2.28749 -1.30828 0.010 -0.040 0.016 0.363
H 1.38640 0.98563 0.36531 -0.004 -0.060 -0.006 0.275
H -0.38695 1.21204 0.94245 -0.012 -0.067 0.013 0.348
H -0.70259 -1.64094 -1.79777 0.026 0.066 0.051 0.277
H -0.29435 -2.52148 -0.20588 0.017 0.071 0.024 0.298
```
Forces are in eV/Å.

Values from the calculation:
- LUMO level (alpha / beta) (eV) = 0.499 / 0.499
- 2S+1 = 1
- relative energy (zero: lowest compared OMol25 entry of this formula, charge and spin) (kcal/mol) = 206.7
- HOMO energy (alpha / beta) (eV) = -6.426 / -6.425

***

Here is the molecule C4H9NO2 from the OMol25 dataset. Energies are from ωB97M-V/def2-TZVPD.

```
16
Properties=species:S:1:pos:R:3:forces:R:3:mulliken_charge:R:1
C -1.20817 1.42403 -0.01872 -0.109 0.024 0.042 -1.417
C -0.38849 0.20397 0.39191 -0.104 -0.010 0.114 0.538
C -1.07919 -1.09919 -0.01499 -0.307 0.240 -0.023 -0.799
O -0.31143 -2.23309 0.32088 0.194 -0.068 -0.106 -0.512
N 0.84733 0.26211 -0.33747 0.305 -0.047 0.140 -0.623
C 1.99810 0.11494 0.15463 -0.472 0.058 -0.066 0.184
O 3.01858 0.21381 -0.71204 0.053 0.008 -0.099 -0.508
H -0.68827 2.34433 0.26627 -0.105 -0.146 -0.009 0.344
H -2.19665 1.41854 0.44893 0.078 0.008 -0.022 0.386
H -1.32978 1.43698 -1.10869 0.003 -0.033 0.209 0.338
H -0.22859 0.18842 1.48146 -0.027 -0.010 -0.094 0.321
H -2.03181 -1.19355 0.51322 0.087 -0.002 -0.040 0.352
H -1.28576 -1.06344 -1.09710 0.026 0.002 0.188 0.324
H 0.49551 -2.18820 -0.20966 -0.112 -0.074 0.123 0.308
H 2.30959 -0.07947 1.18731 -0.216 0.072 -0.184 0.382
H 2.49235 0.40254 -1.51625 0.706 -0.022 -0.173 0.384
```
Forces are in eV/Å.

Values from the calculation:
- LUMO level (eV) = 0.983
- 2S+1 = 1
- relative energy (zero: lowest compared OMol25 entry of this formula, charge and spin) (kcal/mol) = 34.7
- HOMO energy (eV) = -9.943
- structure (SMILES) = C[C@@H](CO)/N=C/O

***

Here is the molecule C4H9NO2 from the OMol25 dataset. Energies are from ωB97M-V/def2-TZVPD.

```
16
Properties=species:S:1:pos:R:3:forces:R:3:mulliken_charge:R:1
C -1.29911 1.46419 -0.32235 -0.143 0.133 -0.005 -1.393
C -0.34453 0.33944 -0.05113 0.065 0.003 0.006 0.293
C -0.76498 -1.06548 -0.00182 -0.134 -0.048 -0.131 -0.822
O -0.35487 -1.77607 1.23486 -0.031 0.139 0.187 -0.576
N 0.95217 0.55983 -0.55000 0.146 -0.076 0.086 0.027
C 2.04611 -0.05538 -0.19152 -0.024 -0.023 -0.128 -0.133
O 2.11020 -0.95079 0.77002 -0.164 0.093 -0.137 -0.543
H -0.97892 2.40607 0.14573 -0.060 -0.161 -0.086 0.345
H -2.27463 1.23103 0.11722 0.134 0.016 -0.096 0.378
H -1.48049 1.68578 -1.39415 0.068 -0.067 0.101 0.301
H 1.19861 -1.22859 1.09219 0.046 -0.058 -0.025 0.455
H -1.85541 -1.14733 -0.08076 0.165 0.043 0.022 0.329
H -0.31660 -1.70642 -0.77788 -0.029 0.124 0.063 0.286
H -0.70048 -1.22090 1.95010 0.107 -0.106 -0.066 0.371
H 1.07818 1.27897 -1.26176 0.021 -0.050 0.125 0.302
H 2.98476 0.18566 -0.67877 -0.166 0.037 0.086 0.379
```
Forces are in eV/Å.

Values from the calculation:
- LUMO level (eV) = 0.813
- 2S+1 = 1
- relative energy (zero: lowest compared OMol25 entry of this formula, charge and spin) (kcal/mol) = 76.6
- HOMO energy (eV) = -6.350

***

Here is the molecule C4H9NO2 from the OMol25 dataset. Energies are from ωB97M-V/def2-TZVPD.

```
16
Properties=species:S:1:pos:R:3:forces:R:3:mulliken_charge:R:1
C -2.28570 0.39506 0.34536 0.129 -0.054 -0.026 -1.154
C -0.84972 0.72530 0.56645 0.052 -0.036 -0.035 -0.305
C 0.19416 0.08143 0.06223 -0.040 -0.179 0.052 0.700
C 0.16555 -1.13095 -0.82655 0.038 0.155 0.048 -1.461
N 1.48076 0.62594 0.40146 0.438 0.491 0.725 -0.095
O 2.15889 1.07120 -0.73394 0.089 0.053 -0.301 -0.364
O 2.26100 -0.40981 1.00067 -0.248 -0.255 -0.431 -0.399
H -2.41238 -0.48707 -0.27444 -0.096 -0.069 -0.051 0.293
H -2.77878 0.23020 1.30281 -0.105 -0.024 0.025 0.302
H -2.78316 1.23485 -0.13901 -0.106 0.019 -0.033 0.300
H -0.65541 1.58476 1.19204 0.182 0.077 0.054 0.398
H -0.62810 -1.80779 -0.52348 -0.030 -0.081 -0.049 0.430
H 1.11208 -1.66449 -0.74723 -0.022 -0.073 -0.037 0.425
H -0.00216 -0.85107 -1.86804 0.005 -0.075 -0.055 0.269
H 2.19985 0.36475 -1.40379 -0.080 -0.152 0.259 0.344
H 2.82311 0.03769 1.64545 -0.206 0.202 -0.144 0.316
```
Forces are in eV/Å.

Values from the calculation:
- LUMO level (eV) = 0.891
- 2S+1 = 1
- relative energy (zero: lowest compared OMol25 entry of this formula, charge and spin) (kcal/mol) = 102.8
- HOMO energy (eV) = -9.390
- structure (SMILES) = C/C=C(\C)N(O)O

***

Here is the molecule C4H9NO2 from the OMol25 dataset. Energies are from ωB97M-V/def2-TZVPD.

```
16
Properties=species:S:1:pos:R:3:forces:R:3:mulliken_charge:R:1
C -1.67475 -1.14259 -0.69993 0.773 -0.254 -0.577 -1.107
C -0.42246 -0.42324 -1.21732 0.469 -0.153 0.327 -0.495
C -0.29393 0.95998 -0.63223 0.016 0.646 0.297 0.399
O -0.99998 1.88289 -0.99551 0.012 -0.147 -0.146 -0.634
N 0.67249 1.16364 0.31896 -0.183 -0.575 -0.413 -0.064
C 1.30618 0.10449 1.06026 0.332 -0.309 1.054 -0.306
O 1.48165 0.46930 2.42643 0.035 0.154 -0.446 -0.549
H -2.49446 -0.75446 -1.25362 -0.972 0.432 -0.107 0.358
H -1.63367 -2.20245 -0.93766 0.115 -0.135 0.116 0.297
H -1.83251 -1.01481 0.36008 -0.036 0.057 0.303 0.327
H -0.47143 -0.24573 -2.28030 -0.272 -0.112 -0.420 0.319
H 0.49058 -1.00607 -1.06970 -0.111 0.014 0.177 0.379
H 0.72746 2.09902 0.68057 -0.045 0.136 0.150 0.249
H 0.67949 -0.78261 1.11206 -0.186 0.084 -0.207 0.256
H 2.26512 -0.21654 0.64096 0.069 0.257 -0.132 0.258
H 2.20022 1.10917 2.48695 -0.015 -0.095 0.022 0.314
```
Forces are in eV/Å.

Values from the calculation:
- LUMO level (eV) = 0.644
- 2S+1 = 1
- relative energy (zero: lowest compared OMol25 entry of this formula, charge and spin) (kcal/mol) = 23.3
- HOMO energy (eV) = -9.661
- structure (SMILES) = CCC(=O)NCO